Entry 1:
{
  "formula": "C41H34ClN2O2PTa",
  "method": "the ωB97M-V functional and the def2-TZVPD basis",
  "elements": ["Ta", "O", "C", "C", "C", "C", "C", "C", "C", "N", "C", "C", "N", "C", "C", "C", "C", "C", "C", "C", "O", "H", "H", "H", "H", "H", "H", "H", "H", "H", "H", "H", "H", "H", "H", "C", "C", "C", "C", "C", "C", "P", "C", "C", "C", "C", "C", "C", "C", "C", "C", "C", "C", "C", "H", "H", "H", "H", "H", "H", "H", "H", "H", "H", "H", "H", "H", "H", "Cl", "C", "C", "C", "C", "C", "C", "C", "H", "H", "H", "H", "H", "H"],
  "xyz": [[-1.995, 1.243, 0.247], [-1.514, 3.000, 1.029], [-2.210, 4.079, 1.370], [-1.878, 4.774, 2.536], [-2.585, 5.906, 2.887], [-3.617, 6.397, 2.082], [-3.929, 5.739, 0.918], [-3.251, 4.564, 0.555], [-3.535, 3.937, -0.697], [-3.170, 2.749, -1.032], [-3.351, 2.369, -2.442], [-2.118, 1.549, -2.762], [-2.105, 0.497, -1.736], [-2.430, -0.708, -2.153], [-2.766, -1.818, -1.322], [-3.018, -3.076, -1.918], [-3.414, -4.151, -1.168], [-3.590, -4.001, 0.218], [-3.356, -2.792, 0.828], [-2.931, -1.691, 0.068], [-2.682, -0.542, 0.673], [-1.068, 4.399, 3.147], [-2.327, 6.429, 3.799], [-4.155, 7.289, 2.369], [-4.714, 6.113, 0.271], [-4.078, 4.540, -1.427], [-3.449, 3.246, -3.083], [-4.242, 1.747, -2.549], [-1.229, 2.174, -2.655], [-2.127, 1.124, -3.765], [-2.435, -0.878, -3.229], [-2.894, -3.172, -2.991], [-3.604, -5.105, -1.639], [-3.920, -4.845, 0.810], [-3.490, -2.656, 1.892], [4.048, -4.324, 2.198], [4.743, -3.193, 1.800], [4.057, -2.087, 1.314], [2.671, -2.121, 1.221], [1.972, -3.255, 1.643], [2.659, -4.353, 2.127], [1.688, -0.740, 0.620], [2.737, 0.521, -0.095], [2.511, 1.851, 0.252], [3.247, 2.855, -0.359], [4.203, 2.533, -1.311], [4.427, 1.207, -1.662], [3.695, 0.199, -1.061], [0.730, -0.112, 1.995], [1.279, -0.355, 3.264], [0.607, 0.038, 4.401], [-0.627, 0.661, 4.266], [-1.131, 0.927, 3.006], [-0.477, 0.579, 1.810], [4.586, -5.183, 2.576], [5.822, -3.165, 1.872], [4.607, -1.201, 1.026], [0.888, -3.274, 1.609], [2.115, -5.229, 2.454], [1.757, 2.098, 0.989], [3.074, 3.887, -0.089], [4.777, 3.319, -1.785], [5.171, 0.960, -2.408], [3.862, -0.831, -1.350], [2.229, -0.868, 3.360], [1.030, -0.150, 5.378], [-1.188, 0.950, 5.147], [-2.092, 1.444, 2.968], [1.041, 0.448, -3.132], [1.565, -1.208, -3.010], [2.245, -1.749, -4.090], [2.687, -3.060, -4.033], [2.438, -3.826, -2.903], [1.755, -3.273, -1.834], [1.309, -1.951, -1.858], [0.586, -1.381, -0.669], [2.423, -1.139, -4.965], [3.218, -3.483, -4.876], [2.769, -4.854, -2.856], [1.554, -3.875, -0.956], [-0.048, -2.134, -0.195], [-0.045, -0.530, -0.932]],
  "charge": 1,
  "orbital_gap_ev": [5.75, 5.74],
  "lumo_ev": [-2.68, -2.68],
  "multiplicity": 1
}


Entry 2:
{
  "formula": "C55H42AuF5N2OP2S",
  "method": "the ωB97M-V functional and the def2-TZVPD basis",
  "elements": ["Au", "O", "S", "C", "C", "C", "C", "C", "C", "C", "C", "C", "C", "P", "C", "C", "C", "C", "C", "C", "C", "C", "C", "C", "C", "C", "C", "C", "C", "C", "C", "C", "C", "C", "C", "C", "C", "C", "P", "C", "C", "C", "C", "C", "C", "C", "C", "C", "C", "C", "C", "C", "C", "H", "H", "H", "H", "H", "H", "H", "H", "H", "H", "H", "H", "H", "H", "H", "H", "H", "H", "H", "H", "H", "H", "H", "H", "H", "H", "H", "H", "H", "H", "H", "H", "H", "H", "H", "H", "F", "C", "F", "C", "F", "F", "F", "N", "C", "C", "C", "C", "C", "N", "H", "H", "H", "H", "H", "H"],
  "xyz": [[-0.016, -1.135, -0.316], [0.666, 1.647, 1.489], [0.008, 1.715, 0.001], [-1.414, 2.704, 0.192], [-1.256, 3.995, 0.672], [-2.301, 4.921, 0.679], [-3.501, 4.525, 0.143], [-4.773, 5.305, -0.058], [-5.781, 4.285, -0.645], [-5.009, 2.993, -0.726], [-5.390, 1.745, -1.116], [-4.458, 0.700, -0.986], [-3.155, 0.852, -0.543], [-2.365, -0.749, -0.077], [-3.296, -2.045, -0.936], [-3.045, -2.226, -2.297], [-3.679, -3.242, -2.990], [-4.550, -4.098, -2.324], [-4.792, -3.928, -0.969], [-4.171, -2.898, -0.271], [-2.784, -0.864, 1.706], [-3.627, 0.055, 2.365], [-3.785, -0.026, 3.777], [-3.031, -0.861, 4.526], [-1.963, -1.714, 3.922], [-2.086, -1.789, 2.430], [-2.693, 2.184, -0.232], [-3.682, 3.191, -0.284], [1.260, 2.678, -0.771], [0.932, 3.880, -1.367], [1.910, 4.766, -1.841], [3.221, 4.449, -1.616], [4.486, 5.218, -1.898], [5.624, 4.339, -1.318], [4.942, 3.058, -0.904], [5.433, 1.881, -0.429], [4.534, 0.810, -0.250], [3.165, 0.894, -0.429], [2.319, -0.716, -0.753], [2.619, -0.962, -2.536], [1.643, -1.608, -3.294], [1.856, -1.876, -4.640], [3.043, -1.487, -5.243], [4.018, -0.834, -4.498], [3.810, -0.574, -3.153], [3.381, -1.936, 0.082], [3.612, -1.825, 1.455], [4.382, -2.775, 2.110], [4.917, -3.847, 1.403], [4.682, -3.965, 0.042], [3.917, -3.012, -0.621], [2.614, 2.190, -0.735], [3.546, 3.191, -1.062], [-0.279, 4.297, 1.031], [-2.141, 5.922, 1.059], [-4.602, 6.148, -0.730], [-5.119, 5.728, 0.886], [-6.142, 4.584, -1.629], [-6.660, 4.172, -0.010], [-6.393, 1.534, -1.466], [-4.805, -0.298, -1.220], [-2.349, -1.569, -2.811], [-3.490, -3.377, -4.048], [-5.039, -4.899, -2.863], [-5.470, -4.595, -0.451], [-4.372, -2.763, 0.784], [-4.189, 0.793, 1.807], [-4.526, 0.603, 4.257], [-3.155, -0.893, 5.603], [-2.007, -2.722, 4.343], [-1.502, -2.546, 1.915], [-0.106, 4.170, -1.449], [1.609, 5.691, -2.315], [4.457, 6.211, -1.450], [4.602, 5.364, -2.973], [6.089, 4.814, -0.452], [6.419, 4.157, -2.040], [6.491, 1.727, -0.253], [4.967, -0.153, -0.018], [0.710, -1.907, -2.826], [1.095, -2.385, -5.218], [3.212, -1.694, -6.292], [4.943, -0.527, -4.969], [4.581, -0.071, -2.585], [3.200, -0.985, 2.003], [4.572, -2.677, 3.172], [5.521, -4.587, 1.914], [5.102, -4.796, -0.511], [3.740, -3.108, -1.685], [-0.990, -4.257, -1.080], [-0.064, -4.584, -0.203], [1.152, -4.271, -0.614], [-0.190, -5.982, 0.383], [-0.062, -6.909, -0.564], [0.768, -6.154, 1.293], [-1.385, -6.110, 0.957], [0.965, -2.682, 3.049], [0.422, -1.451, 3.140], [-0.476, -1.185, 4.326], [-0.369, 0.279, 4.677], [-0.090, 1.180, 3.752], [-0.032, 0.686, 2.343], [0.578, -0.597, 2.189], [0.931, -3.317, 3.827], [1.618, -2.882, 2.307], [-0.156, -1.773, 5.185], [-0.492, 0.564, 5.715], [0.031, 2.237, 3.954], [-1.065, 0.667, 1.986]],
  "charge": 2,
  "orbital_gap_ev": [6.45, 7.44],
  "s_squared": 2.0473,
  "lumo_ev": [-5.47, -5.48],
  "multiplicity": 3
}


Entry 3:
{
  "formula": "C4H7NO",
  "method": "the ωB97M-V functional and the def2-TZVPD basis",
  "elements": ["C", "O", "C", "C", "C", "N", "H", "H", "H", "H", "H", "H", "H"],
  "xyz": [[-1.823, 0.096, -0.900], [-1.551, 0.488, 0.433], [-0.400, 1.069, 0.484], [1.903, -0.262, 0.709], [1.089, -1.107, -0.303], [0.679, -1.979, -0.965], [-0.953, 0.144, -1.569], [-2.508, 0.832, -1.337], [-2.206, -0.875, -0.673], [-0.679, 1.806, 1.242], [1.427, 0.607, 1.200], [2.252, -0.865, 1.553], [2.770, 0.045, 0.125]],
  "orbital_gap_ev": 9.05,
  "lumo_ev": 0.40,
  "multiplicity": 1
}


Entry 4:
{
  "formula": "C4H8N3O",
  "method": "the ωB97M-V functional and the def2-TZVPD basis",
  "elements": ["C", "N", "N", "C", "N", "C", "C", "O", "H", "H", "H", "H", "H", "H", "H", "H"],
  "xyz": [[-0.343, 0.521, -2.329], [0.420, 0.520, -1.093], [-0.125, 1.279, -0.080], [-0.160, 1.039, 1.204], [0.187, -0.071, 1.846], [0.653, -1.291, 1.272], [-0.017, -2.419, 1.341], [-0.594, -3.410, 1.304], [0.277, 0.062, -3.096], [-1.285, -0.028, -2.249], [-0.547, 1.550, -2.628], [0.632, -0.423, -0.768], [-0.402, 2.204, -0.403], [-0.500, 1.858, 1.825], [0.105, -0.046, 2.857], [1.700, -1.345, 0.995]],
  "charge": 1,
  "orbital_gap_ev": 9.50,
  "smiles": "CN/[NH+]=C\\NC=C=O",
  "lumo_ev": -3.76,
  "multiplicity": 1
}


Entry 5:
{
  "formula": "C3H13NO2",
  "method": "the ωB97M-V functional and the def2-TZVPD basis",
  "elements": ["C", "C", "C", "N", "H", "H", "H", "H", "H", "H", "H", "H", "H", "H", "H", "O", "H", "H", "O"],
  "xyz": [[-1.491, 1.417, 0.918], [-1.154, -0.053, 0.486], [-0.580, -0.916, 1.610], [-0.332, -0.023, -0.676], [-2.442, 1.374, 1.423], [-1.628, 2.070, 0.053], [-0.664, 1.725, 1.563], [-2.049, -0.584, 0.164], [-0.219, -1.869, 1.232], [-1.319, -1.108, 2.368], [0.279, -0.381, 2.027], [-0.792, 0.194, -1.562], [0.573, 0.473, -0.602], [3.053, 0.453, -0.118], [2.660, 0.978, -1.503], [2.412, 1.009, -0.571], [1.766, -1.997, -2.703], [0.681, -1.520, -1.696], [1.246, -1.241, -2.413]],
  "charge": 1,
  "orbital_gap_ev": [12.52, 7.44],
  "s_squared": 0.7543,
  "lumo_ev": [-3.08, -8.14],
  "multiplicity": 2
}


Question: What is the formula in the third record?
Answer: C4H7NO